No. 1
This record from OMol25 describes a structure of composition C26H24Cl5NOP2Yb. The level of theory is ωB97M-V/def2-TZVPD.

Geometry (Å):
C: -0.904 3.318 -2.193
C: -0.814 1.960 -1.906
C: 0.486 1.367 -1.866
C: 1.617 2.117 -2.214
C: 1.498 3.481 -2.471
C: 0.239 4.081 -2.456
C: 2.970 1.437 -2.153
C: 2.872 -0.069 -2.289
C: 1.689 -0.688 -1.864
C: 1.590 -2.112 -1.852
C: 2.699 -2.852 -2.253
C: 3.885 -2.227 -2.652
C: 3.974 -0.835 -2.661
H: -1.891 3.787 -2.213
H: 2.406 4.054 -2.676
H: 0.143 5.146 -2.660
H: 3.615 1.836 -2.944
H: 2.630 -3.943 -2.251
H: 4.739 -2.830 -2.958
H: 4.894 -0.321 -2.948
N: 0.659 0.088 -1.337
Yb: 0.428 0.124 0.825
C: -2.048 1.115 -1.643
H: -1.981 0.160 -2.194
H: -2.953 1.659 -1.947
C: 0.306 -2.779 -1.407
H: -0.559 -2.259 -1.853
H: 0.297 -3.836 -1.712
P: -2.261 0.662 0.134
P: 0.021 -2.741 0.428
C: 1.440 -3.755 0.981
H: 1.349 -3.887 2.068
H: 1.443 -4.739 0.491
H: 2.382 -3.234 0.768
C: -1.303 -3.996 0.555
H: -1.096 -4.846 -0.111
H: -1.364 -4.344 1.594
H: -2.264 -3.540 0.282
C: -2.896 2.254 0.763
H: -3.857 2.478 0.279
H: -3.046 2.165 1.847
H: -2.179 3.065 0.577
C: -3.812 -0.290 0.067
H: -3.988 -0.722 1.061
H: -4.650 0.366 -0.207
H: -3.720 -1.108 -0.659
C: 3.598 1.719 -0.829
O: 3.099 1.417 0.248
H: 4.566 2.214 -1.050
Cl: -2.382 -1.926 3.255
C: -1.702 -0.439 3.833
C: -0.880 0.293 3.010
C: -0.395 1.517 3.391
Cl: 0.531 2.469 2.213
C: -0.667 2.042 4.677
Cl: -0.040 3.565 5.135
C: -1.488 1.289 5.554
Cl: -1.853 1.892 7.106
C: -2.021 0.041 5.129
Cl: -3.050 -0.856 6.156

Results
E_LUMO (alpha / beta)	-0.1224 / -0.1481	Eh
net charge	+1
HOMO-LUMO gap (alpha / beta)	7.0 / 6.3	eV
multiplicity	2



No. 2
This record from OMol25 describes a structure of composition C26H24CrN6S4. The level of theory is ωB97M-V/def2-TZVPD.

Geometry (Å):
Cr: 0.320 0.299 0.102
N: -2.782 0.199 -2.977
C: -1.437 0.233 -2.461
N: -1.396 0.372 -1.034
C: -2.393 0.961 -0.385
N: -2.342 1.099 0.954
N: -1.170 0.639 1.364
C: -0.948 0.318 2.609
C: 0.207 -0.519 2.731
C: 1.119 -0.527 3.941
C: 1.705 -1.914 4.062
C: 2.088 -2.502 2.942
C: 1.892 -1.762 1.643
N: 0.570 -1.110 1.623
C: -3.613 1.384 -1.077
C: -4.596 2.152 -0.466
C: -5.737 2.520 -1.162
C: -5.894 2.101 -2.481
C: -4.922 1.337 -3.103
C: -3.764 0.986 -2.407
H: -2.826 0.118 -3.978
H: -0.921 -0.686 -2.741
H: -1.625 0.596 3.407
H: 0.546 -0.263 4.830
H: 1.813 -2.381 5.035
H: 2.540 -3.488 2.927
H: 1.918 -2.452 0.804
H: -4.438 2.457 0.559
H: -6.498 3.127 -0.687
H: -6.784 2.380 -3.035
H: -5.043 1.023 -4.134
S: 0.741 2.568 -0.306
S: -0.922 3.594 -0.840
S: -1.210 3.254 -2.954
S: -0.328 1.482 -3.308
C: 3.650 0.118 3.584
C: 2.241 0.649 3.702
C: 1.886 1.344 2.385
C: 2.065 0.664 1.250
C: 2.945 -0.597 1.369
C: 3.992 -0.463 2.444
H: 4.350 0.244 4.405
H: 2.163 1.328 4.550
H: 1.207 2.192 2.432
H: 3.412 -0.816 0.411
H: 4.998 -0.837 2.271
C: 3.006 0.701 -2.162
C: 2.306 -0.622 -2.096
C: 2.595 -1.753 -2.832
C: 1.610 -2.725 -2.504
C: 0.766 -2.144 -1.583
C: -0.450 -2.763 -0.956
N: 1.208 -0.867 -1.291
H: 3.966 0.581 -2.671
H: 3.188 1.118 -1.171
H: 2.417 1.443 -2.707
H: 3.405 -1.848 -3.543
H: 1.512 -3.728 -2.900
H: -0.513 -3.808 -1.264
H: -1.381 -2.272 -1.254
H: -0.418 -2.729 0.137

Results
E_LUMO (alpha / beta)	0.0915 / 0.1011	Eh
net charge	-1
HOMO-LUMO gap (alpha / beta)	6.9 / 6.8	eV
multiplicity	2



No. 3
This record from OMol25 describes an isolated molecule of C26H24FN5O5S. The level of theory is ωB97M-V/def2-TZVPD.

Geometry (Å):
H: -0.957 -0.619 -3.745
N: -0.872 -1.151 -2.886
C: 0.073 -0.782 -2.134
C: 0.345 -1.408 -0.833
C: -0.653 -2.231 -0.390
C: -0.913 -2.976 0.805
C: -2.164 -3.608 0.901
C: -2.506 -4.311 2.029
C: -1.634 -4.436 3.114
O: -2.133 -5.161 4.145
C: -1.485 -5.214 5.399
C: -1.322 -3.870 6.061
C: -2.109 -2.778 5.724
C: -1.915 -1.549 6.332
C: -0.936 -1.393 7.297
C: -0.148 -2.472 7.661
C: -0.353 -3.687 7.040
F: 0.422 -4.737 7.398
C: -0.360 -3.833 3.022
O: 0.508 -4.003 4.063
C: 1.738 -3.314 4.039
C: -0.034 -3.115 1.887
C: 1.640 -1.089 -0.175
O: 2.182 -1.795 0.651
N: 2.269 0.083 -0.555
C: 1.913 0.690 -1.615
S: 2.660 2.136 -2.258
C: 1.574 1.995 -3.641
C: 1.594 2.985 -4.743
C: 1.124 4.351 -4.213
O: 0.801 4.506 -3.054
N: 1.121 5.361 -5.107
C: 1.384 5.297 -6.527
C: 0.107 5.694 -7.286
O: -0.334 6.973 -6.903
C: -0.603 7.027 -5.519
C: 0.641 6.672 -4.702
N: 0.768 1.010 -3.591
N: 0.933 0.281 -2.474
H: -1.467 -2.294 -1.106
H: -2.868 -3.530 0.087
H: -3.469 -4.791 2.115
H: -0.509 -5.705 5.318
H: -2.141 -5.848 6.008
H: -2.876 -2.893 4.972
H: -2.534 -0.711 6.048
H: -0.783 -0.435 7.769
H: 0.622 -2.382 8.411
H: 2.363 -3.627 3.199
H: 2.229 -3.574 4.976
H: 1.587 -2.232 3.993
H: 0.941 -2.668 1.806
H: 2.611 3.084 -5.130
H: 0.926 2.635 -5.531
H: 1.705 4.305 -6.834
H: 2.175 6.018 -6.764
H: 0.299 5.744 -8.359
H: -0.679 4.948 -7.089
H: -0.924 8.048 -5.310
H: -1.417 6.330 -5.267
H: 0.412 6.639 -3.637
H: 1.429 7.409 -4.890

Results
E_LUMO	-0.0209	Eh
SMILES	[H]/N=C1/C(=C/c2ccc(OCc3ccccc3F)c(OC)c2)C(=O)N=C2SC(CC(=O)N3CCOCC3)=NN21
HOMO-LUMO gap	7.3	eV



No. 4
This record from OMol25 describes a structure of composition C26H24HfN6O3S7. The level of theory is ωB97M-V/def2-TZVPD.

Geometry (Å):
Hf: -0.151 0.172 -0.421
C: -1.743 -4.867 -2.685
C: -1.420 -5.014 -1.341
C: -0.690 -4.040 -0.683
C: -0.263 -2.900 -1.369
C: -0.576 -2.767 -2.718
C: -1.320 -3.741 -3.371
N: 0.456 -1.880 -0.687
C: 1.725 -2.183 -0.234
C: 2.489 -3.285 -0.651
C: 3.785 -3.450 -0.208
C: 4.389 -2.536 0.657
C: 3.661 -1.454 1.105
C: 2.356 -1.289 0.655
N: 1.474 -0.327 1.204
N: 1.794 0.194 2.287
C: 0.695 0.733 3.004
C: 0.914 1.669 4.005
C: -0.157 1.955 4.836
C: -1.357 1.285 4.655
C: -1.471 0.379 3.610
N: -0.463 0.111 2.794
H: -2.314 -5.634 -3.192
H: -1.746 -5.894 -0.800
H: -0.448 -4.145 0.367
H: -0.209 -1.907 -3.260
H: -1.541 -3.621 -4.425
H: 2.058 -3.996 -1.341
H: 4.350 -4.303 -0.561
H: 5.412 -2.679 0.977
H: 4.076 -0.733 1.795
H: 1.881 2.135 4.121
H: -0.049 2.679 5.632
H: -2.200 1.468 5.306
H: -2.403 -0.132 3.409
C: -4.514 -0.479 -3.946
C: -3.321 0.274 -3.481
C: -2.833 1.519 -3.812
C: -1.646 1.682 -3.087
N: -1.406 0.582 -2.360
N: -2.447 -0.250 -2.610
C: -0.778 2.889 -3.104
H: -5.215 0.197 -4.430
H: -5.025 -0.960 -3.111
H: -4.227 -1.248 -4.664
H: -3.274 2.227 -4.491
H: -2.513 -1.142 -2.149
H: -0.664 3.235 -4.132
H: 0.204 2.692 -2.687
H: -1.253 3.680 -2.522
O: -3.077 2.466 -0.528
S: -2.279 1.944 0.540
O: -2.714 2.141 1.887
O: -2.050 0.411 0.310
S: -0.302 2.577 0.323
C: 5.140 0.173 -3.282
S: 4.294 -1.417 -3.148
C: 2.779 -1.037 -3.947
C: 1.834 -0.160 -3.532
S: 1.928 0.749 -2.048
S: 0.520 0.083 -4.669
C: 0.962 -1.127 -5.829
S: 0.043 -1.488 -7.142
S: 2.495 -1.837 -5.480
H: 6.124 0.022 -2.840
H: 4.606 0.939 -2.726
H: 5.257 0.466 -4.323

Results
E_LUMO	-0.0589	Eh
HOMO-LUMO gap	6.1	eV



No. 5
This record from OMol25 describes a structure of composition C26H24MoNO5PS4. The level of theory is ωB97M-V/def2-TZVPD.

Geometry (Å):
Mo: -0.136 -0.984 -0.925
O: 3.664 -1.148 0.467
C: 2.530 -0.902 0.741
O: 1.532 -1.340 -0.124
C: 2.060 -0.163 1.945
C: 2.915 -0.219 3.041
C: 2.560 0.380 4.241
C: 1.357 1.060 4.347
C: 0.513 1.152 3.249
C: 0.851 0.539 2.047
P: -0.212 0.822 0.633
C: -1.069 -1.863 0.666
C: -0.379 -2.724 1.557
C: -0.868 -2.953 2.812
C: -2.097 -2.402 3.314
C: -2.861 -1.681 2.484
C: -2.454 -1.469 1.071
C: 0.045 2.472 0.027
C: 0.997 2.633 -0.980
C: 1.297 3.904 -1.444
C: 0.639 5.004 -0.910
C: -0.320 4.841 0.081
C: -0.622 3.576 0.557
H: 3.852 -0.751 2.945
H: 3.226 0.320 5.090
H: 1.078 1.533 5.278
H: -0.410 1.711 3.334
H: 0.578 -3.149 1.287
H: -0.283 -3.576 3.480
H: -2.396 -2.604 4.331
H: -3.827 -1.306 2.800
H: -3.118 -2.118 0.468
H: 1.493 1.770 -1.414
H: 2.034 4.034 -2.224
H: 0.871 5.995 -1.274
H: -0.831 5.705 0.483
H: -1.370 3.457 1.331
S: -2.137 -3.730 -4.244
C: -1.100 -3.760 -3.128
S: -0.018 -3.817 -1.985
S: -0.778 -0.234 -3.101
O: -2.424 0.418 -2.929
C: -2.813 0.387 -1.721
C: -4.081 0.951 -1.163
C: -4.003 0.560 0.331
C: -2.614 -0.060 0.509
O: -1.736 0.820 1.245
N: -2.060 -0.186 -0.817
H: -4.940 0.523 -1.679
H: -4.102 2.029 -1.336
H: -4.781 -0.157 0.587
H: -4.114 1.419 0.987
C: 3.094 -0.657 -4.743
S: 2.138 -1.762 -3.730
C: 3.429 -2.436 -2.707
O: 1.365 -0.794 -2.805
H: 3.670 0.003 -4.097
H: 2.392 -0.096 -5.356
H: 3.744 -1.251 -5.383
H: 4.162 -2.901 -3.367
H: 2.997 -3.192 -2.056
H: 3.871 -1.633 -2.123

Results
E_LUMO	-0.2558	Eh
net charge	+2
HOMO-LUMO gap	7.0	eV



No. 6
This record from OMol25 describes an isolated molecule of C26H24N2O4. The level of theory is ωB97M-V/def2-TZVPD.

Geometry (Å):
C: -1.105 -5.394 -0.349
O: -1.833 -4.418 -1.052
C: -1.394 -3.129 -1.017
C: -2.149 -2.208 -1.746
C: -1.788 -0.881 -1.777
C: -0.673 -0.424 -1.077
C: -0.343 1.054 -1.143
C: 0.879 1.457 -0.360
C: 0.896 1.427 0.999
C: 2.147 1.771 1.763
C: 3.395 1.495 0.916
C: 3.521 0.026 0.639
C: 3.627 -1.039 1.489
C: 3.690 -2.194 0.672
C: 3.617 -1.746 -0.609
O: 3.517 -0.409 -0.636
C: 3.273 2.286 -0.380
C: 2.014 1.917 -1.144
O: 1.962 2.042 -2.355
N: -0.151 1.090 1.798
C: -1.507 0.875 1.563
C: -2.228 0.293 2.607
C: -3.590 0.095 2.517
C: -4.267 0.483 1.373
C: -3.567 1.048 0.326
C: -2.195 1.255 0.405
N: -1.512 1.813 -0.695
C: -1.911 3.016 -1.203
C: -1.164 3.516 -2.416
O: -2.820 3.645 -0.698
C: 0.072 -1.342 -0.361
C: -0.275 -2.684 -0.328
H: -1.627 -6.334 -0.523
H: -1.086 -5.186 0.726
H: -0.078 -5.476 -0.721
H: -3.013 -2.564 -2.284
H: -2.379 -0.182 -2.350
H: -0.141 1.298 -2.192
H: 2.191 1.195 2.690
H: 2.122 2.832 2.029
H: 4.280 1.824 1.473
H: 3.667 -1.008 2.559
H: 3.779 -3.210 1.000
H: 3.623 -2.256 -1.552
H: 4.129 2.117 -1.035
H: 3.228 3.355 -0.156
H: 0.090 0.963 2.773
H: -1.702 0.002 3.507
H: -4.122 -0.354 3.342
H: -5.333 0.341 1.295
H: -4.081 1.360 -0.568
H: -0.093 3.566 -2.240
H: -1.345 2.862 -3.267
H: -1.536 4.510 -2.652
H: 0.947 -1.028 0.185
H: 0.341 -3.363 0.240

Results
E_LUMO	0.0158	Eh
SMILES	COc1ccc([C@@H]2C3=C(C[C@@H](c4ccco4)CC3=O)Nc3ccccc3N2C(C)=O)cc1
HOMO-LUMO gap	8.3	eV



No. 7
This record from OMol25 describes a structure of composition C26H24N5ORbS3. The level of theory is ωB97M-V/def2-TZVPD.

Geometry (Å):
Rb: -0.849 0.234 -0.161
C: 0.932 4.728 1.317
C: 0.199 3.758 0.415
N: 0.804 2.804 -0.188
N: 2.198 2.878 -0.078
C: 2.815 1.813 0.278
S: 2.245 0.300 0.839
S: 4.600 1.891 0.261
C: 4.929 3.490 -0.548
C: 5.038 3.407 -2.042
C: 6.253 3.090 -2.646
C: 6.363 2.998 -4.024
C: 5.250 3.220 -4.823
C: 4.035 3.534 -4.232
C: 3.928 3.628 -2.854
C: -1.232 4.055 0.154
C: -1.487 5.312 -0.386
C: -2.760 5.743 -0.723
C: -3.824 4.871 -0.496
C: -3.614 3.631 0.060
C: -2.317 3.158 0.442
O: -2.161 2.025 0.994
H: 1.471 4.172 2.085
H: 0.235 5.420 1.784
H: 1.686 5.283 0.754
H: 5.870 3.851 -0.127
H: 4.132 4.174 -0.258
H: 7.120 2.905 -2.021
H: 7.316 2.746 -4.474
H: 5.328 3.141 -5.901
H: 3.158 3.696 -4.846
H: 2.978 3.839 -2.381
H: -0.642 5.973 -0.566
H: -2.919 6.722 -1.159
H: -4.835 5.168 -0.761
H: -4.441 2.953 0.239
C: 1.194 -5.327 -0.346
C: -0.170 -5.104 -0.410
C: -0.630 -3.793 -0.412
N: 0.179 -2.736 -0.355
C: 1.492 -2.957 -0.294
C: 2.044 -4.232 -0.288
H: 1.592 -6.336 -0.345
H: -0.889 -5.910 -0.475
H: -1.690 -3.595 -0.510
H: 2.121 -2.076 -0.242
H: 3.118 -4.349 -0.238
C: -4.182 -6.826 1.083
C: -4.773 -5.626 0.393
C: -6.023 -5.126 0.756
C: -6.417 -3.976 0.082
N: -5.701 -3.387 -0.849
C: -4.506 -3.951 -1.175
S: -3.546 -3.244 -2.385
N: -4.033 -5.064 -0.543
H: -4.954 -7.468 1.510
H: -3.525 -6.502 1.893
H: -3.580 -7.396 0.378
H: -6.635 -5.591 1.517
H: -7.371 -3.504 0.319

Results
E_LUMO	0.1506	Eh
net charge	-2
HOMO-LUMO gap	6.1	eV



No. 8
This record from OMol25 describes a cluster of 2 separate species, C26H24NO3 in total. The level of theory is ωB97M-V/def2-TZVPD.

Geometry (Å):
C: -3.148 5.991 1.423
C: -1.856 5.378 1.950
O: -1.380 4.362 1.116
C: -0.198 3.880 1.618
C: 0.508 2.976 0.744
N: 1.687 2.498 1.033
C: 2.475 1.973 0.110
C: 3.700 1.368 0.450
C: 4.687 1.124 -0.515
C: 5.865 0.517 -0.160
C: 6.080 0.119 1.149
C: 5.118 0.356 2.121
C: 3.948 0.990 1.780
O: 0.269 4.221 2.696
H: -3.344 6.973 1.872
H: -3.095 6.090 0.333
H: -4.009 5.347 1.627
H: -1.039 6.114 2.023
H: -1.969 4.928 2.946
H: 0.081 2.779 -0.226
H: 2.214 2.096 -0.928
H: 4.507 1.441 -1.529
H: 6.630 0.364 -0.906
H: 7.009 -0.354 1.418
H: 5.286 0.046 3.140
H: 3.186 1.175 2.519
C: 4.027 4.570 -6.344
C: 4.539 5.247 -5.255
C: 3.842 5.273 -4.067
C: 2.621 4.615 -3.946
C: 1.834 4.649 -2.686
C: 2.396 5.303 -1.501
C: 1.626 5.900 -0.582
C: 2.104 6.625 0.597
C: 1.283 7.575 1.213
C: 1.730 8.319 2.286
C: 3.007 8.124 2.774
C: 3.830 7.184 2.185
C: 3.388 6.439 1.112
O: 0.710 4.188 -2.647
C: 2.115 3.951 -5.056
C: 2.811 3.926 -6.245
H: 4.571 4.549 -7.274
H: 5.488 5.751 -5.330
H: 4.243 5.827 -3.236
H: 3.459 5.296 -1.369
H: 0.563 5.883 -0.748
H: 0.294 7.751 0.821
H: 1.085 9.058 2.739
H: 3.364 8.709 3.609
H: 4.829 7.035 2.558
H: 4.043 5.709 0.672
H: 1.159 3.462 -4.971
H: 2.405 3.399 -7.094

Results
E_LUMO	0.0802	Eh
net charge	-1
HOMO-LUMO gap	4.5	eV